# 1
{"formula": "C4H6O", "method": "the ωB97M-V functional and the def2-TZVPD basis", "species": ["H", "H", "C", "H", "C", "H", "C", "H", "O", "C", "H"], "xyz": [[0.41, -2.64, 0.03], [-1.16, 3.07, -0.59], [0.31, -1.85, 0.78], [-0.02, -2.28, 1.73], [-0.26, 2.49, -0.42], [-0.02, -0.64, -1.57], [-0.27, -0.11, -0.65], [0.63, 3.04, -0.11], [-0.66, -0.89, 0.41], [-0.25, 1.19, -0.55], [1.29, -1.38, 0.93]], "e_homo_ev": -9.1, "homo_lumo_gap_ev": 10.20, "spin_multiplicity": 1, "smiles": "C=C=COC", "relative_energy_kcal_mol": 41.3}

***

# 2
{"formula": "C4H6O", "method": "the ωB97M-V functional and the def2-TZVPD basis", "species": ["H", "C", "H", "O", "H", "H", "C", "C", "H", "C", "H"], "xyz": [[2.22, -0.07, 0.97], [-0.81, -0.40, -0.05], [-2.18, 1.27, 0.03], [0.28, 1.68, -0.03], [-0.72, -1.52, -0.16], [1.77, -1.30, -0.08], [-2.02, 0.23, 0.04], [1.68, -0.21, 0.01], [-2.93, -0.38, 0.02], [0.32, 0.44, 0.03], [2.39, 0.26, -0.77]], "e_homo_ev": -9.8, "homo_lumo_gap_ev": 9.71, "spin_multiplicity": 1, "smiles": "C=CC(C)=O", "relative_energy_kcal_mol": 12.0}

***

# 3
{"formula": "C4H6O2", "method": "the ωB97M-V functional and the def2-TZVPD basis", "species": ["C", "C", "H", "H", "H", "H", "H", "C", "O", "H", "C", "O"], "xyz": [[0.49, 0.57, 1.29], [1.47, 0.40, -0.76], [0.64, 1.07, 2.23], [-2.32, -0.47, -0.04], [-1.05, -1.44, -0.78], [-1.01, 0.33, -0.95], [1.80, 0.93, -1.64], [-0.55, -0.41, 1.09], [-1.01, -1.04, 2.04], [1.43, -0.68, -0.68], [-1.25, -0.50, -0.27], [1.18, 1.10, 0.28]], "e_homo_ev": [-8.1, -8.5], "homo_lumo_gap_ev": [7.51, 8.56], "spin_multiplicity": 1, "relative_energy_kcal_mol": 87.3}

***

# 4
{"formula": "C4H6O2", "method": "the ωB97M-V functional and the def2-TZVPD basis", "species": ["C", "H", "H", "H", "O", "H", "H", "C", "C", "O", "H", "C"], "xyz": [[-0.10, 1.18, -0.41], [-2.08, -0.81, -0.34], [0.68, 1.70, 0.15], [0.08, -0.77, -1.53], [-1.30, 1.01, 0.37], [-0.29, 1.70, -1.35], [-1.21, -0.91, 1.21], [-1.25, -0.41, 0.24], [1.22, -0.94, 0.25], [1.97, -0.13, 0.94], [2.18, -1.28, 0.99], [0.10, -0.34, -0.53]], "e_homo_ev": -8.9, "homo_lumo_gap_ev": 9.56, "spin_multiplicity": 1, "relative_energy_kcal_mol": 126.6}

***

# 5
{"formula": "C4H6O2", "method": "the ωB97M-V functional and the def2-TZVPD basis", "species": ["H", "C", "O", "C", "H", "C", "H", "H", "H", "O", "C", "H"], "xyz": [[-0.47, -0.54, 1.74], [0.93, -0.83, 0.42], [-2.02, -0.52, -1.33], [-1.07, 0.05, -0.87], [-0.56, 2.17, -0.74], [0.38, 0.09, -0.65], [1.73, -0.33, 0.98], [-0.67, 1.39, 0.90], [1.35, -1.72, -0.05], [-0.09, -1.30, 1.28], [-0.56, 1.24, -0.18], [1.05, 0.30, -1.49]], "e_homo_ev": -9.3, "homo_lumo_gap_ev": 10.05, "spin_multiplicity": 1, "smiles": "O=C1C[C@H]1CO", "relative_energy_kcal_mol": 55.4}

***

# 6
{"formula": "C4H6O2", "method": "the ωB97M-V functional and the def2-TZVPD basis", "species": ["C", "H", "H", "H", "C", "O", "O", "H", "C", "H", "C", "H"], "xyz": [[0.43, 0.62, -1.00], [1.86, 0.79, 0.69], [0.41, 1.84, 0.79], [-0.83, -0.12, 1.70], [-0.13, -0.27, 0.87], [-0.87, -1.55, -1.10], [0.94, 0.89, -2.05], [0.45, -1.18, 1.12], [0.80, 0.88, 0.46], [-1.72, 0.28, -0.63], [-0.76, -0.26, -0.57], [-0.58, -1.94, -0.28]], "e_homo_ev": -9.4, "homo_lumo_gap_ev": 10.15, "spin_multiplicity": 1, "smiles": "O=C1CC[C@@H]1O", "relative_energy_kcal_mol": 42.5}

***

# 7
{"formula": "C4H6O2", "method": "the ωB97M-V functional and the def2-TZVPD basis", "species": ["H", "H", "C", "C", "H", "O", "H", "H", "O", "C", "C", "H"], "xyz": [[1.78, -0.90, 0.72], [0.25, 1.81, -1.63], [-1.10, -0.02, 0.74], [0.44, 0.53, -0.10], [-0.98, -2.14, 0.23], [0.24, 1.74, -0.67], [-1.17, -1.00, -1.20], [-1.33, -0.33, 1.78], [2.80, 0.54, -0.30], [1.77, 0.01, 0.09], [-1.00, -1.11, -0.15], [-1.68, 0.86, 0.49]], "e_homo_ev": [-8.2, -8.2], "homo_lumo_gap_ev": [7.96, 7.96], "spin_multiplicity": 1, "relative_energy_kcal_mol": 110.7}

***

# 8
{"formula": "C4H6O2", "method": "the ωB97M-V functional and the def2-TZVPD basis", "species": ["C", "O", "H", "C", "H", "H", "C", "C", "H", "H", "H", "O"], "xyz": [[-0.25, 0.72, 1.02], [-0.10, 0.55, -2.51], [-1.20, 1.24, 0.94], [0.33, 0.06, -0.21], [0.52, -1.29, 1.52], [-1.15, -1.31, 0.76], [-0.51, 0.16, -1.45], [-0.22, -0.77, 0.92], [-1.56, -0.17, -1.32], [0.49, 1.20, 1.65], [1.99, -0.58, -0.91], [1.70, 0.17, -0.38]], "e_homo_ev": -9.9, "homo_lumo_gap_ev": 10.71, "spin_multiplicity": 1, "smiles": "O=CC1(O)CC1", "relative_energy_kcal_mol": 37.7}

***

# 9
{"formula": "C4H6O2", "method": "the ωB97M-V functional and the def2-TZVPD basis", "species": ["O", "H", "C", "C", "O", "H", "C", "C", "H", "H", "H", "H"], "xyz": [[-0.72, 1.00, -1.46], [-0.71, 0.38, 1.79], [1.23, 0.34, -0.02], [-0.05, 1.12, -0.26], [0.95, -0.95, -0.61], [-0.33, 0.25, -1.94], [-0.21, -1.23, 0.18], [-0.31, 0.14, 0.80], [1.22, 0.23, 1.12], [0.02, 2.16, 0.06], [0.02, -2.05, 0.87], [-1.10, -1.48, -0.41]], "e_homo_ev": -8.6, "homo_lumo_gap_ev": 9.45, "spin_multiplicity": 1, "smiles": "O[C@H]1[C@H]2CO[C@@H]12", "relative_energy_kcal_mol": 116.0}

***

# 10
{"formula": "C4H6O2", "method": "the ωB97M-V functional and the def2-TZVPD basis", "species": ["O", "H", "O", "C", "H", "H", "C", "H", "C", "H", "C", "H"], "xyz": [[-0.64, -1.46, -1.09], [-0.72, 1.57, -0.97], [2.06, 0.75, -0.52], [-1.41, 0.77, -0.67], [-2.12, 0.58, -1.48], [0.37, -1.36, 1.29], [-0.59, -0.46, -0.40], [0.14, 0.39, 1.48], [1.81, -0.13, 0.27], [2.60, -0.79, 0.67], [0.40, -0.41, 0.77], [-1.94, 1.10, 0.22]], "e_homo_ev": -9.9, "homo_lumo_gap_ev": 10.72, "spin_multiplicity": 1, "smiles": "CC(=O)CC=O", "relative_energy_kcal_mol": 18.8}

***

# 11
{"formula": "C4H6O2", "method": "the ωB97M-V functional and the def2-TZVPD basis", "species": ["C", "H", "O", "H", "H", "C", "H", "C", "H", "O", "C", "H"], "xyz": [[0.38, -0.07, -0.02], [-0.79, 0.28, -2.49], [-0.58, -1.43, 1.75], [0.48, 0.23, 2.10], [-0.91, 1.63, 0.14], [0.49, -0.58, 1.37], [1.47, -1.08, 1.43], [-0.05, 0.71, -1.81], [0.15, 1.77, -2.02], [-0.95, 0.76, -0.30], [0.96, -0.11, -1.21], [-0.65, -2.12, 1.07]], "e_homo_ev": -8.7, "homo_lumo_gap_ev": 9.15, "spin_multiplicity": 1, "relative_energy_kcal_mol": 127.2}

***

# 12
{"formula": "C4H6O2", "method": "the ωB97M-V functional and the def2-TZVPD basis", "species": ["H", "H", "C", "C", "H", "C", "H", "H", "H", "O", "O", "C"], "xyz": [[2.19, -2.36, -0.61], [-2.53, 1.43, 0.45], [-0.75, 0.33, 0.06], [1.34, -1.74, -0.34], [0.42, -2.22, -0.02], [-1.46, 1.61, 0.44], [2.40, 0.04, -0.74], [-1.20, 2.41, -0.25], [-1.13, 1.92, 1.44], [0.57, 0.57, -0.11], [-1.28, -0.74, -0.07], [1.48, -0.43, -0.42]], "e_homo_ev": -9.7, "homo_lumo_gap_ev": 10.65, "spin_multiplicity": 1, "smiles": "C=COC(C)=O", "relative_energy_kcal_mol": 18.9}

***

# 13
{"formula": "C4H6O2", "method": "the ωB97M-V functional and the def2-TZVPD basis", "species": ["C", "C", "H", "O", "H", "H", "C", "H", "C", "H", "H", "O"], "xyz": [[0.14, 0.62, -0.93], [0.77, -0.54, -0.14], [-1.99, -0.02, -0.82], [2.05, -0.35, 0.39], [0.80, -1.47, -0.72], [-0.98, -1.50, 0.87], [-0.50, -0.53, 0.76], [2.19, 0.60, 0.50], [-1.20, 0.45, -0.22], [-0.31, -0.12, 1.76], [-1.59, 1.39, 0.19], [0.61, 1.46, -1.64]], "e_homo_ev": -9.7, "homo_lumo_gap_ev": 10.44, "spin_multiplicity": 1, "smiles": "O=C1CC[C@@H]1O", "relative_energy_kcal_mol": 31.6}

***

# 14
{"formula": "C4H6O2", "method": "the ωB97M-V functional and the def2-TZVPD basis", "species": ["H", "H", "H", "C", "C", "H", "H", "C", "H", "C", "O", "O"], "xyz": [[0.53, 1.98, -1.23], [0.63, -1.83, -1.23], [1.85, 0.32, -0.06], [0.04, 1.41, -0.44], [0.86, 0.46, 0.39], [-1.48, 0.50, 0.64], [0.97, 0.87, 1.40], [-0.13, -1.71, -0.46], [-0.94, -2.42, -0.43], [-0.07, -0.74, 0.46], [-1.17, 1.57, -0.32], [-1.08, -0.41, 1.29]], "e_homo_ev": -8.9, "homo_lumo_gap_ev": 9.07, "spin_multiplicity": 1, "smiles": "C=C(O)CC=O", "relative_energy_kcal_mol": 52.7}

***

# 15
{"formula": "C4H6O2", "method": "the ωB97M-V functional and the def2-TZVPD basis", "species": ["H", "C", "H", "C", "O", "H", "H", "H", "C", "C", "H", "O"], "xyz": [[1.62, -0.74, 0.44], [1.61, 0.23, -0.07], [0.25, -0.80, -1.39], [-1.31, -0.03, 1.15], [-1.95, 0.99, 1.30], [-1.62, -0.26, -0.94], [2.54, 0.77, -0.11], [0.37, 1.69, -0.98], [0.45, 0.69, -0.56], [-0.78, -0.32, -0.24], [-1.09, -0.71, 2.00], [-0.11, -1.50, -0.59]], "e_homo_ev": -9.9, "homo_lumo_gap_ev": 10.59, "spin_multiplicity": 1, "smiles": "C=C[C@@H](O)C=O", "relative_energy_kcal_mol": 87.4}

***

# 16
{"formula": "C4H6O2", "method": "the ωB97M-V functional and the def2-TZVPD basis", "species": ["C", "C", "C", "O", "H", "O", "H", "H", "H", "H", "H", "C"], "xyz": [[-0.73, 0.40, 1.47], [0.58, 0.29, 1.65], [-0.98, 0.13, -1.98], [2.64, -1.43, -0.42], [1.01, -0.50, 2.27], [-1.56, 1.12, -1.64], [-0.29, 0.12, -2.85], [-1.16, 1.18, 0.85], [-1.43, -0.30, 1.93], [1.28, 0.99, 1.20], [-1.09, -0.84, -1.46], [1.73, -1.14, -1.03]], "e_homo_ev": -10.2, "homo_lumo_gap_ev": 10.86, "spin_multiplicity": 1, "relative_energy_kcal_mol": 55.4}

***

# 17
{"formula": "C4H6O2", "method": "the ωB97M-V functional and the def2-TZVPD basis", "species": ["H", "H", "H", "H", "O", "H", "C", "C", "C", "C", "H", "O"], "xyz": [[0.64, 2.37, -0.20], [-1.51, 0.26, 0.35], [0.17, 1.77, 1.41], [-1.08, 0.92, -1.24], [1.37, 0.44, 0.30], [0.80, -0.66, -1.39], [-0.68, 0.57, -0.28], [0.47, -0.46, -0.36], [0.04, -1.85, 0.24], [0.37, 1.48, 0.38], [0.52, -2.72, 0.72], [-1.12, -2.13, 0.05]], "e_homo_ev": -9.6, "homo_lumo_gap_ev": 10.47, "spin_multiplicity": 1, "smiles": "O=C[C@H]1CCO1", "relative_energy_kcal_mol": 56.3}

***

# 18
{"formula": "C4H6O2", "method": "the ωB97M-V functional and the def2-TZVPD basis", "species": ["C", "O", "C", "H", "C", "H", "H", "H", "C", "H", "O", "H"], "xyz": [[-1.12, -0.76, -0.48], [0.82, 1.11, -0.13], [0.16, -1.13, -0.28], [-0.74, 2.40, 0.20], [-0.46, 1.31, 0.34], [0.43, -2.19, -0.49], [-1.90, -1.33, -0.99], [2.00, -0.59, -0.58], [1.24, -0.23, 0.13], [1.59, -0.31, 1.13], [-1.52, 0.58, -0.26], [-0.51, 1.13, 1.41]], "e_homo_ev": -9.0, "homo_lumo_gap_ev": 9.97, "spin_multiplicity": 1, "smiles": "C1=COCOC1", "relative_energy_kcal_mol": 44.9}

***

# 19
{"formula": "C4H6O2", "method": "the ωB97M-V functional and the def2-TZVPD basis", "species": ["H", "H", "O", "C", "H", "C", "H", "O", "H", "H", "C", "C"], "xyz": [[0.47, 2.21, 1.06], [-1.05, 1.83, 0.12], [-0.98, -0.74, 0.41], [-0.78, -1.92, -0.20], [0.28, 0.53, -1.57], [-0.04, 1.52, 0.40], [1.83, 0.86, -0.65], [0.26, -2.35, -0.60], [0.84, -0.31, 1.36], [-1.75, -2.44, -0.29], [0.18, 0.06, 0.58], [0.75, 0.74, -0.62]], "e_homo_ev": -10.6, "homo_lumo_gap_ev": 11.70, "spin_multiplicity": 1, "smiles": "O=COC1CC1", "relative_energy_kcal_mol": 29.1}

***

# 20
{"formula": "C4H6O2", "method": "the ωB97M-V functional and the def2-TZVPD basis", "species": ["H", "H", "C", "C", "O", "O", "H", "H", "H", "C", "H", "C"], "xyz": [[-1.80, 1.12, 0.73], [-1.13, 0.60, -1.00], [-0.97, 0.68, 0.15], [-0.56, -0.74, 0.47], [2.40, 1.12, -0.14], [0.22, 1.45, 0.36], [-1.28, -1.45, 0.04], [1.40, -1.52, -0.37], [0.15, -0.32, -1.37], [1.30, 0.68, -0.02], [-0.43, -0.95, 1.53], [0.70, -0.67, -0.38]], "e_homo_ev": -10.3, "homo_lumo_gap_ev": 11.15, "spin_multiplicity": 1, "smiles": "O=C1CCCO1", "relative_energy_kcal_mol": 20.5}